(1)
A cluster of 2 separate species, C5H12N2O2 in total in a non-equilibrium geometry, computed with ωB97M-V/def2-TZVPD.

Computed properties:
- Highest occupied orbital energy: -8.88 eV
- Total energy: -457.6734 Eh
- Energy above the lowest of the compared OMol25 structures with the same formula, charge and spin: 198.2 kJ/mol
- SMILES: [H]/N=C(/C)C(=O)O.CNC
- LUMO: 0.027 Eh
- Orbital gap: 9.62 eV

The geometry in XYZ format:
```
21
Properties=species:S:1:pos:R:3:forces:R:3:lowdin_charge:R:1
H -1.676920 -1.076508 -1.585876 0.2 0.2 0.0 0.06
N -1.575907 -1.202084 -0.580437 -0.3 0.2 0.4 0.12
C -1.248684 -0.144899 0.063868 -1.2 -0.5 -0.3 -0.41
C -1.356380 -0.106576 1.563248 0.5 0.0 -0.2 -0.03
C -1.229031 1.229141 -0.591077 -0.2 -0.4 -0.3 -0.48
O -0.283948 1.939947 -0.744993 0.1 0.2 0.1 0.13
O -2.453738 1.604520 -1.039023 -0.1 0.1 0.0 0.11
H -2.334002 0.278662 1.857392 0.0 0.0 -0.1 0.09
H -1.242002 -1.109196 1.961852 0.0 -0.1 0.0 0.08
H -0.592828 0.557348 1.963428 0.0 0.0 0.2 0.07
H -3.131662 0.930205 -0.868214 0.4 0.0 0.0 0.12
C 2.012406 0.368327 0.797031 0.3 -0.1 -0.3 -0.13
N 1.108153 -0.535094 0.106178 0.6 -0.4 -0.9 -0.19
C 1.469018 -0.746449 -1.334205 0.1 0.4 1.3 -0.09
H 1.870461 1.366679 0.389222 0.0 0.1 0.1 0.07
H 3.066821 0.084225 0.669892 0.0 0.1 0.1 0.08
H 1.793325 0.374301 1.862818 -0.1 0.0 0.0 0.07
H 1.122010 -1.444269 0.560201 -0.1 0.1 0.0 0.11
H 0.843813 -1.524698 -1.765655 -0.1 0.1 0.1 0.07
H 2.521040 -1.046584 -1.436517 -0.1 0.0 -0.1 0.08
H 1.318055 0.202998 -1.849133 0.0 -0.1 -0.1 0.07
```
Positions in Å, forces in eV/Å.

***

(2)
A structure of composition C39H48BNO5Si in a non-equilibrium geometry, computed with ωB97M-V/def2-TZVPD.

Computed properties:
- Highest occupied orbital energy: -6.43 eV
- Total energy: -2259.9211 Eh
- Energy above the lowest of the compared OMol25 structures with the same formula, charge and spin: 51.4 kJ/mol
- LUMO: -0.033 Eh
- Orbital gap: 5.54 eV

The geometry in XYZ format:
```
95
Properties=species:S:1:pos:R:3:forces:R:3:lowdin_charge:R:1
C -4.829221 3.565793 0.375206 -0.1 1.1 0.3 -0.02
C -4.719355 2.108398 0.446668 -0.3 -2.7 0.4 -0.30
C -5.677428 1.104093 0.478295 -0.5 0.9 -0.6 -0.04
C -4.995602 -0.150200 0.510591 -0.3 0.1 1.5 -0.05
C -3.795049 0.196196 1.114285 1.2 -0.5 -5.9 -0.05
B -1.700856 0.250438 -1.999223 -2.4 -0.8 3.3 -0.81
O -2.428120 -0.998510 -1.781734 0.1 0.8 -0.5 0.07
C -1.502312 -1.674261 -0.965198 0.5 0.3 -0.4 -0.09
C -0.099275 -1.003731 -1.408771 -0.9 0.0 0.9 -0.35
C 1.115912 -1.876778 -1.283361 0.4 0.1 -0.3 -0.02
C -0.105920 0.214275 -0.464210 1.3 0.2 -1.0 -0.13
O -1.340087 0.826386 -0.738249 -0.4 0.6 -1.1 0.07
C -0.215729 -0.469549 -2.992630 0.4 -0.7 0.4 0.00
O -1.225649 0.574365 -3.200550 0.3 0.3 -0.4 0.17
O -3.501038 1.467812 0.608673 -0.6 1.4 2.0 0.00
H -5.319135 3.881421 -0.555069 0.1 -0.1 0.2 0.09
H -5.456218 3.946199 1.209108 0.4 -0.2 -0.4 0.09
H -3.857128 4.075231 0.430184 -0.2 -0.3 0.0 0.09
H -6.762161 1.202447 0.641614 0.6 0.2 -0.8 0.12
H -5.420704 -1.104231 0.197648 0.2 0.1 0.9 0.12
H -2.030869 -1.398101 0.367096 1.5 0.1 -2.7 0.12
H -1.466016 -2.773003 -1.169901 -0.5 0.6 0.3 0.14
H 1.846848 -1.459281 -1.980701 0.3 -0.3 0.1 0.08
H 1.550348 -1.801214 -0.269371 -0.3 -0.4 -0.4 0.10
H 0.905014 -2.911488 -1.605675 0.2 0.3 0.4 0.10
H 0.052744 -0.075770 0.576359 -0.6 -0.2 0.1 0.13
H 0.702915 0.920567 -0.686201 0.2 0.0 -0.2 0.14
H 0.727650 0.012122 -3.293942 -0.2 -0.6 0.2 0.14
H -0.546673 -1.314260 -3.620548 0.6 0.2 0.3 0.15
C -4.996102 -7.210246 8.377117 -0.1 -0.1 0.1 -0.15
Si -4.648521 -5.586435 9.237724 0.5 0.1 -0.8 0.41
C -6.118977 -5.148243 10.293914 -0.2 0.2 -0.1 -0.16
C -3.190558 -5.773585 10.384146 0.1 -0.1 0.2 -0.15
O -4.423960 -4.393707 8.070736 -0.2 0.2 -0.2 -0.20
C -3.427364 -3.841675 7.171834 0.4 0.1 1.1 -0.31
C -2.537704 -2.866644 7.966873 0.1 -0.8 -0.2 -0.16
C -2.928101 -2.330182 9.197397 0.3 0.0 -0.1 -0.05
C -2.089886 -1.414432 9.840452 -0.1 -0.1 -0.2 -0.08
C -0.917044 -0.980724 9.218064 -0.1 0.1 0.1 -0.09
C -0.539071 -1.518745 7.985530 0.0 -0.3 0.0 -0.07
C -1.312828 -2.517297 7.393422 -0.2 0.6 0.2 -0.04
C -2.690802 -5.079443 6.627233 -0.4 0.1 0.3 -0.15
C -1.575329 -5.576262 7.313748 0.0 -0.2 -0.5 -0.04
C -0.978529 -6.770486 6.897415 -0.2 0.2 0.1 -0.07
C -1.519943 -7.497359 5.837556 -0.1 0.1 -0.2 -0.09
C -2.690136 -7.049075 5.215996 -0.2 0.2 0.1 -0.08
C -3.300196 -5.860584 5.636559 0.4 -0.1 -0.1 -0.04
C -4.205333 -2.954861 6.115726 -0.6 0.8 -0.6 -0.12
C -5.286433 -2.130537 6.883366 -0.1 -0.5 -0.5 -0.11
C -4.818385 -0.682012 6.934600 0.2 0.3 -0.2 -0.15
C -3.888067 -0.522572 5.728841 0.0 0.6 -0.1 -0.16
N -3.567405 -1.857380 5.258323 -0.4 -0.6 2.0 -0.07
C -2.968138 -2.012800 4.044381 -0.8 0.2 -2.7 -0.09
C -3.116792 -1.266675 2.867786 -1.6 -0.8 3.6 -0.12
C -2.442178 -1.721202 1.611247 -1.9 -0.8 2.3 -0.14
C -1.157518 -2.369982 2.065079 0.3 0.2 -0.4 -0.27
C -0.821932 -3.705536 1.785575 0.6 0.9 0.0 -0.04
C 0.507175 -4.111973 1.988967 -0.3 -0.2 0.9 -0.09
C 1.361143 -3.361895 2.822148 -0.5 0.1 -1.0 -0.09
C 0.873502 -2.151308 3.347562 0.2 -0.2 -0.3 -0.08
C -0.332539 -1.607519 2.897371 0.8 -0.6 0.2 -0.06
H -5.316971 -7.935592 9.144327 0.1 0.1 -0.3 0.04
H -5.809437 -7.083895 7.645224 0.2 -0.1 0.2 0.04
H -4.112906 -7.612991 7.860948 -0.2 0.1 0.1 0.03
H -6.301275 -5.967444 11.002658 0.1 0.1 -0.1 0.04
H -5.947882 -4.237525 10.878017 -0.1 -0.1 -0.1 0.03
H -7.026016 -5.012848 9.693956 0.1 0.0 0.1 0.04
H -3.571860 -6.228704 11.311498 0.2 0.1 -0.2 0.04
H -2.425315 -6.438653 9.967055 -0.1 0.1 0.1 0.03
H -2.726778 -4.813372 10.638121 -0.1 -0.2 0.0 0.03
H -3.880070 -2.619176 9.655934 0.4 0.1 -0.2 0.12
H -2.370876 -1.048594 10.827315 0.1 0.1 -0.3 0.10
H -0.303712 -0.213309 9.698246 -0.2 -0.3 -0.2 0.10
H 0.366645 -1.189945 7.477755 -0.1 0.0 0.3 0.10
H -0.987534 -3.024547 6.482183 -0.1 0.4 0.2 0.12
H -1.187734 -5.040048 8.181411 0.0 -0.1 -0.4 0.12
H -0.090691 -7.124906 7.417120 -0.2 0.0 -0.1 0.11
H -1.046879 -8.422243 5.498792 -0.1 0.3 0.1 0.10
H -3.158209 -7.617814 4.407465 0.2 0.1 0.3 0.11
H -4.269936 -5.565696 5.217946 0.6 -0.1 0.0 0.12
H -4.695552 -3.649372 5.423365 0.1 0.2 0.1 0.13
H -6.212107 -2.234950 6.285544 0.3 0.2 0.5 0.13
H -5.441250 -2.547668 7.879722 -0.2 0.1 -0.3 0.10
H -5.680725 -0.008311 6.834802 0.3 -0.1 0.3 0.11
H -4.252939 -0.443473 7.854863 -0.5 -0.2 -0.4 0.10
H -4.344367 0.080813 4.932728 -0.1 -0.2 0.1 0.11
H -2.969801 0.017525 6.009237 -0.1 -0.2 0.0 0.12
H -2.417853 -2.930097 3.950272 0.5 -0.3 0.3 0.11
H -3.965349 -0.520190 2.714916 1.7 -1.3 1.6 0.08
H -3.117460 -2.497358 1.210933 0.2 0.4 -0.5 0.13
H -1.610741 -4.404330 1.523312 0.3 0.1 -0.8 0.12
H 0.820062 -5.079265 1.594478 0.0 0.2 0.3 0.10
H 2.395589 -3.705420 2.968665 -0.6 0.2 0.2 0.10
H 1.452512 -1.644056 4.108452 0.1 0.2 -0.1 0.10
H -0.719122 -0.665546 3.297732 0.4 -0.3 -0.4 0.13
```
Positions in Å, forces in eV/Å.

***

(3)
An isolated molecule of C25H29N5O4S in a non-equilibrium geometry, computed with ωB97M-V/def2-TZVPD.

Computed properties:
- Highest occupied orbital energy: -8.42 eV
- Total energy: -1943.0137 Eh
- Energy above the lowest of the compared OMol25 structures with the same formula, charge and spin: 179.1 kJ/mol
- SMILES: Cc1cccc(C)c1OCc1nnc(SCC(=O)Nc2cccc(C(=O)N3CCOCC3)c2)n1C
- LUMO: 0.013 Eh
- Orbital gap: 8.76 eV

The geometry in XYZ format:
```
64
Properties=species:S:1:pos:R:3:forces:R:3:lowdin_charge:R:1
C 2.339579 1.471268 -0.028190 0.0 -0.1 0.0 -0.03
C 3.747222 0.963916 0.042589 -0.1 -0.2 0.0 -0.19
C 4.821746 1.842309 0.021417 0.0 -0.1 0.0 -0.04
C 6.120312 1.373499 0.086549 0.1 0.1 0.0 -0.08
C 6.361560 0.015485 0.182788 -0.1 0.0 0.0 -0.05
C 5.312535 -0.893055 0.204401 -0.2 -0.1 0.0 -0.20
C 5.576979 -2.366583 0.296549 -0.1 0.0 0.0 -0.03
C 4.007893 -0.404694 0.129387 0.3 0.1 0.0 -0.20
O 2.942888 -1.304924 0.181738 0.2 0.3 0.2 -0.09
C 2.399872 -1.623314 -1.088663 0.1 -0.1 -0.3 -0.10
C 1.002350 -2.102139 -0.929892 0.0 0.1 0.1 -0.27
N -0.044111 -1.595316 -1.515067 0.9 0.7 -0.4 0.09
N -1.115166 -2.324690 -1.161856 -0.4 -0.6 0.3 -0.01
C -0.705837 -3.269807 -0.350204 0.0 0.0 -0.1 -0.61
S -1.676266 -4.500044 0.398681 -0.2 -0.3 0.2 1.01
C -3.242086 -4.318345 -0.518803 0.2 0.1 0.2 -0.35
C -4.141826 -3.213773 0.041866 0.3 -0.2 -0.3 -0.54
O -5.089973 -3.474982 0.747954 -0.2 -0.1 0.2 0.07
N -3.748707 -1.986726 -0.361872 0.1 0.2 -0.3 0.12
C -4.291810 -0.743875 -0.031627 -0.2 0.2 0.2 -0.20
C -5.455256 -0.582382 0.715601 -0.1 -0.2 0.0 0.00
C -5.916197 0.692653 0.992849 0.1 0.1 0.0 -0.06
C -5.230404 1.809448 0.548671 0.1 0.1 0.0 -0.02
C -4.056698 1.652578 -0.179964 -0.3 -0.3 -0.1 -0.15
C -3.339871 2.853266 -0.707191 0.0 0.0 0.0 -0.42
O -3.909992 3.703997 -1.365808 -0.3 0.1 0.0 0.07
N -2.009838 2.918181 -0.445052 0.2 0.1 0.0 -0.04
C -1.279318 2.107337 0.500996 0.3 0.1 0.5 -0.12
C -0.616387 3.018970 1.544318 -0.2 -0.4 0.0 -0.18
O 0.201371 3.993726 0.942669 0.2 0.0 0.0 -0.15
C -0.553886 4.808242 0.070427 -0.1 0.0 -0.3 -0.18
C -1.205715 3.971631 -1.031126 0.0 0.4 0.0 -0.10
C -3.601612 0.377715 -0.484860 -0.2 0.1 0.1 0.02
N 0.639769 -3.176785 -0.163719 -0.7 0.5 -0.4 -0.05
C 1.480337 -4.005870 0.651559 0.4 -0.4 0.2 -0.01
H 2.041477 1.616298 -1.067793 -0.1 0.0 0.0 0.09
H 1.660802 0.752829 0.426230 -0.1 0.0 0.0 0.08
H 2.244253 2.426947 0.481545 -0.1 0.1 0.0 0.08
H 4.629158 2.902984 -0.042120 0.0 0.1 0.0 0.11
H 6.946825 2.067906 0.069378 0.1 0.1 0.0 0.10
H 7.375912 -0.351141 0.241196 0.1 -0.1 0.0 0.11
H 4.774881 -2.866094 0.834431 0.0 -0.1 0.0 0.07
H 5.643330 -2.801400 -0.701841 0.0 -0.1 0.0 0.09
H 6.517525 -2.553853 0.808214 0.1 -0.1 0.0 0.08
H 2.383873 -0.750484 -1.748867 0.0 -0.1 0.1 0.14
H 3.004732 -2.411813 -1.566591 0.0 0.2 0.1 0.14
H -2.987974 -4.145540 -1.563332 -0.1 -0.1 0.0 0.09
H -3.743758 -5.277787 -0.395178 0.0 0.1 0.0 0.08
H -2.873130 -1.939031 -0.897587 -0.2 -0.2 0.1 0.08
H -5.988041 -1.449725 1.067917 0.0 0.0 0.0 0.10
H -6.824718 0.813373 1.563396 -0.1 0.0 0.1 0.11
H -5.593021 2.803679 0.759246 0.0 0.1 0.0 0.12
H -1.950481 1.413701 1.005701 0.1 0.0 0.0 0.12
H -0.506814 1.542354 -0.033520 0.0 -0.1 0.1 0.11
H 0.030731 2.436953 2.202560 -0.1 0.0 0.0 0.13
H -1.399726 3.507701 2.144652 0.1 -0.1 0.0 0.13
H 0.143457 5.531615 -0.354221 -0.1 0.0 0.0 0.13
H -1.331757 5.340779 0.637609 0.0 0.0 -0.1 0.13
H -1.858662 4.586825 -1.651469 0.1 -0.1 0.0 0.13
H -0.425442 3.514240 -1.651053 0.0 0.1 0.0 0.13
H -2.711350 0.244431 -1.083275 0.2 0.0 0.0 0.12
H 2.253427 -3.385011 1.101557 -0.1 -0.1 0.0 0.09
H 0.876956 -4.469794 1.430286 0.1 0.0 0.0 0.08
H 1.944077 -4.787875 0.045831 0.0 0.0 0.1 0.11
```
Positions in Å, forces in eV/Å.